This record from the OMol25 dataset describes a 10-piece molecular cluster, C29H60B2Cl18FN2O4P overall. The level of theory is ωB97M-V/def2-TZVPD.

Computed properties:
charge: 0
Kohn-Sham gap: 8.13 eV
max |F|: 1.5 eV/A
E_tot: -280984.5150 eV
2S+1: 1

Structure (XYZ):
```
117
Properties=species:S:1:pos:R:3:lowdin_charge:R:1
C 5.15222 -0.16088 0.66551 -0.0463
N 1.13276 -0.52333 2.33304 0.1844
H 2.85805 6.86208 0.83018 0.0691
Cl -4.03925 1.74855 -2.15663 0.5535
H 6.73133 4.19946 5.25642 0.0552
C 1.45447 -5.78735 -3.45388 -0.6531
C 1.31747 -0.41935 0.84348 -0.1808
H 2.17470 -4.99060 -3.62207 0.0676
C 0.40512 0.58918 2.82240 -0.3614
C 1.30943 3.75154 6.19883 -0.6534
H -9.45135 -4.74180 -3.22310 0.0547
H 2.80562 -7.26295 -2.71641 0.0729
H -10.96463 -5.87534 -4.73985 0.0717
C 0.82798 -3.65575 1.58162 -0.0980
O 0.09557 0.72770 3.97340 0.1170
H 5.44682 -0.69531 -0.23806 0.0868
H 0.33500 3.35550 6.47863 0.0767
C -3.35645 1.16717 3.69963 -0.1056
H 0.15042 -3.65488 -0.45162 0.0654
C 0.85914 -3.07724 0.14591 -0.1624
C -1.68056 -0.07154 -7.32711 -0.6412
H 1.24811 4.73137 2.33017 0.0330
C -2.33249 0.72853 1.37548 -0.1743
H 2.90913 5.17078 2.73341 0.0535
O 2.93999 -0.72578 -1.06784 0.1280
H 4.85814 3.03055 -3.65070 0.0768
H -3.16937 0.75411 -4.09091 0.0101
C 0.98771 1.10731 0.56249 -0.2337
Cl 7.99547 3.88886 3.30500 0.5297
H -2.08083 -0.48267 3.18731 0.0932
Cl -7.15712 -4.36549 -1.05910 0.5379
H 2.69165 5.17189 0.33089 0.0345
H 0.93511 -4.73917 1.56086 0.0562
C -6.67898 -3.17558 1.34907 -0.6518
H -6.97328 -2.24245 0.87421 0.0693
H 8.28559 3.46279 6.95828 0.0730
H 3.35383 -1.57782 -1.25457 0.1171
H -9.51777 -6.87971 -4.56939 0.0676
C 6.39432 2.14160 -2.46580 -0.6585
N 0.25558 3.22980 -1.28703 -0.2792
H 5.92798 1.16804 -2.33253 0.0588
O 3.87385 -0.57398 1.15614 0.0736
C -9.89607 -5.93087 -4.94078 -0.6670
Cl 7.38855 2.46823 -1.02294 0.5523
Cl 1.38969 6.85299 3.34766 0.5387
Cl 4.09926 3.19900 -1.43958 0.5996
B 2.80641 -0.58137 0.32360 -0.6515
C 8.65668 3.58555 5.94226 -0.6646
H -3.65970 -0.53527 2.44868 0.0847
C -3.26966 0.41696 -3.06588 -0.6916
H 5.88761 -0.38623 1.43633 0.0970
H -0.03660 0.84909 -1.90371 0.0043
H 5.17656 0.91463 0.49360 0.0655
C -0.88164 1.20546 -7.34396 -0.6639
H -5.12537 -0.66142 -3.30594 0.0716
H 1.15033 -7.45652 -2.12407 0.0696
H 1.17399 4.50320 5.42407 0.0432
B 0.47990 -1.53924 0.07603 -0.4638
H -6.92987 -3.12556 2.40735 0.0734
H -1.23542 -0.80081 -8.00165 0.0726
H -1.66443 2.56891 2.31794 0.1235
H 1.68569 2.07498 4.93330 0.0395
C 2.21904 5.98429 0.88333 -0.6494
H 2.02938 1.58188 -1.68704 -0.0465
H -4.02197 0.66551 4.40663 0.0691
H 0.47918 -1.28671 2.51224 0.1183
H -1.48360 2.53039 0.59117 0.1047
H 1.32030 -6.34027 -4.38201 0.0729
H 2.42694 1.93457 6.53304 0.0717
H -2.55623 1.60812 4.29388 0.0632
H -3.67101 -1.59835 -3.66333 0.0462
H -6.98596 -5.29521 1.09873 0.0672
H 5.79926 4.20278 -2.71845 0.0707
H -3.94359 1.95479 3.22395 0.0790
H -9.48840 -3.82389 -4.73556 0.0692
Cl 9.87420 2.31008 5.67366 0.5298
H 1.63383 -3.25658 2.20021 0.0800
H -1.86690 -0.06589 0.79432 0.0844
H 1.93905 1.60800 0.79902 0.1291
C 7.50705 3.48968 4.97377 -0.6838
Cl -7.42615 -4.90144 -4.38439 0.5192
H 7.07056 2.09420 -3.31783 0.0728
Cl -9.69791 -5.92129 -6.71256 0.5337
C -7.36841 -4.35418 0.71169 -0.6553
P 0.74502 1.73766 -1.14796 0.7786
C -1.36964 1.92345 1.48813 -0.0865
F 0.68264 2.82337 2.11605 -0.0155
H 9.15955 4.54608 5.86614 0.0669
C 0.09218 1.59598 1.70533 -0.3274
C 2.18988 2.62427 5.72744 -0.6402
Cl -0.11532 -5.03323 -3.07233 0.5617
C 5.35744 3.20998 -2.69983 -0.6349
H 0.11191 3.65713 -0.37874 -0.0859
H -3.19019 1.05846 0.78659 0.0938
C 1.97808 5.53145 2.29750 -0.6704
H -0.11241 -3.40257 2.07913 0.0768
H -8.43795 -4.30255 0.90933 0.0727
H 0.11069 1.05707 -6.92560 0.0671
Cl 0.68829 6.33658 0.04934 0.5625
C -9.19875 -4.76860 -4.28263 -0.6683
H -0.78236 1.56079 -8.36832 0.0730
H 7.07684 2.49166 4.96448 0.0608
H -1.18685 -1.95348 -0.76467 0.0905
C -4.09631 -0.84256 -3.00608 -0.6457
Cl 3.73255 3.22258 5.05104 0.5518
Cl -1.70801 -0.80350 -5.70010 0.5980
O -0.62142 -1.17691 -0.64922 0.1126
Cl -4.90689 -3.30285 1.23321 0.5210
Cl -4.11978 -1.53154 -1.36115 0.5460
Cl 2.37531 -5.88366 -0.87051 0.6002
H 1.85412 -3.25826 -0.26177 0.0600
Cl -1.68057 2.49423 -6.40981 0.5584
H -2.71010 0.10201 -7.62920 0.0708
C -2.83427 0.13812 2.69697 -0.2487
Cl 1.97819 4.56768 7.63797 0.5332
C 1.91948 -6.73078 -2.37473 -0.6422
H -2.27645 0.26197 -2.64855 0.0423
```